Entry 1:
{"formula": "C4H8O4", "method": "ωB97M-V/def2-TZVPD", "relative_energy_kcal_mol": 69.43, "e_tot_ha": -458.1225, "orbital_gap_ev": 10.0, "elements": ["C", "C", "C", "O", "C", "O", "O", "O", "H", "H", "H", "H", "H", "H", "H", "H"], "xyz": [[1.21711, 1.14693, 0.69122], [0.63785, 0.47077, -0.30633], [1.22031, 0.28960, -1.66537], [-0.91855, 0.32050, -0.38507], [-1.25595, -0.63302, 0.54010], [-0.04752, -1.48840, 0.58175], [-2.35564, -1.38974, 0.18716], [-1.47205, -0.15727, 1.82923], [2.17868, 1.61892, 0.52900], [0.75082, 1.26336, 1.66045], [0.46962, 0.45556, -2.44202], [2.03032, 1.00123, -1.84696], [1.61352, -0.72344, -1.77511], [0.25332, -1.43109, 1.50207], [-2.33151, -1.38984, -0.78054], [-1.99033, 0.64594, 1.68044]], "atomic_forces_ev_per_a": [[-0.754, -0.456, -0.454], [-1.742, 2.685, -0.644], [-0.077, -0.251, -0.196], [2.411, -0.149, 0.612], [1.753, -2.130, 0.639], [-1.855, 0.074, 0.997], [0.416, 0.904, -0.778], [0.134, 0.354, -0.564], [0.132, -0.493, 0.062], [-0.129, 0.199, -0.137], [0.009, -0.083, 0.170], [-0.023, -0.145, 0.227], [-0.049, 0.010, -0.075], [0.047, -0.208, -0.281], [-0.243, -0.297, 0.045], [-0.032, -0.013, 0.377]], "mulliken_charge": [-1.128, 1.193, -1.241, -0.480, 0.664, -0.544, -0.489, -0.508, 0.283, 0.318, 0.305, 0.371, 0.254, 0.328, 0.334, 0.340]}

---

Entry 2:
{"formula": "C5H14", "method": "ωB97M-V/def2-TZVPD", "relative_energy_kcal_mol": 28.06, "e_tot_ha": -198.8444, "orbital_gap_ev": 12.0, "elements": ["C", "C", "C", "H", "H", "H", "H", "H", "H", "H", "H", "C", "C", "H", "H", "H", "H", "H", "H"], "xyz": [[1.12052, -1.00838, -0.70656], [-0.32023, -1.45406, -0.51015], [-0.68859, -2.92334, -0.61482], [1.22691, -0.18414, -1.42987], [1.79068, -0.73210, 0.10452], [1.61623, -1.89252, -1.15017], [-0.84306, -0.94786, -1.40332], [-0.64150, -1.04676, 0.48058], [-1.73721, -3.01308, -1.05723], [-0.59420, -3.46246, 0.37720], [-0.10694, -3.38073, -1.48759], [-0.35112, 2.02009, 0.54506], [0.20583, 3.20283, 1.26817], [0.37091, 1.13913, 0.63357], [-1.23638, 1.52824, 1.05738], [-0.74022, 2.40890, -0.43650], [-0.53252, 3.86138, 1.82354], [0.75492, 3.75294, 0.49325], [0.87392, 2.94612, 2.10442]], "atomic_forces_ev_per_a": [[1.465, -1.175, -1.288], [-1.085, 1.957, -0.307], [-0.299, -0.921, -1.231], [-0.244, -0.325, 0.205], [-0.574, -0.097, 0.673], [0.217, 0.483, -0.148], [0.216, -0.453, 1.754], [-0.436, -0.136, -1.015], [1.040, 0.091, 1.227], [-0.028, 0.286, -1.463], [-0.246, 0.193, 1.557], [-1.493, -1.912, 0.792], [0.037, 1.235, 1.433], [-0.651, 1.419, -1.284], [0.636, 0.919, -0.402], [0.763, -1.260, 0.548], [0.464, -0.553, -1.254], [0.059, 0.417, 0.725], [0.160, -0.170, -0.521]], "mulliken_charge": [-1.220, 0.116, -1.068, 0.308, 0.299, 0.362, 0.168, 0.191, 0.288, 0.287, 0.288, -0.411, -0.939, -0.055, 0.267, 0.302, 0.261, 0.249, 0.307]}